1.
{"formula": "C23H32Cl8F8NO3", "method": "the ωB97M-V functional and the def2-TZVPD basis", "gap_ha": 0.2643, "homo_ev": -12.5, "charge": 1, "spin_multiplicity": 1, "elements": ["C", "C", "C", "C", "C", "C", "C", "O", "O", "C", "F", "F", "F", "C", "C", "N", "O", "C", "C", "C", "C", "F", "F", "C", "F", "F", "F", "H", "H", "H", "H", "H", "H", "H", "H", "H", "H", "H", "H", "H", "H", "H", "H", "Cl", "C", "C", "Cl", "H", "H", "H", "H", "Cl", "C", "C", "Cl", "H", "H", "H", "H", "Cl", "C", "C", "Cl", "H", "H", "H", "H", "Cl", "C", "C", "Cl", "H", "H", "H", "H"], "xyz": [[6.076, 1.404, 1.350], [4.959, 0.327, 1.152], [3.876, 0.742, 0.062], [2.607, -0.176, 0.321], [1.244, 0.542, 0.076], [0.687, 0.366, -1.275], [1.382, -0.448, -2.378], [2.460, -0.249, -2.787], [0.602, -1.492, -2.969], [0.272, -2.468, -2.061], [-0.003, -3.614, -2.725], [-0.860, -2.170, -1.351], [1.253, -2.752, -1.169], [-0.589, 0.971, -1.549], [-1.241, 1.703, -0.510], [-0.689, 1.842, 0.714], [-1.454, 2.541, 1.607], [-2.135, 1.521, 2.440], [-3.632, 1.929, 2.760], [0.526, 1.319, 1.088], [1.143, 1.463, 2.502], [2.473, 1.797, 2.479], [0.564, 2.384, 3.317], [1.073, 0.058, 3.302], [0.282, 0.218, 4.403], [0.515, -0.938, 2.574], [2.298, -0.297, 3.747], [5.691, 2.253, 1.990], [6.878, 0.920, 1.972], [6.581, 1.747, 0.420], [5.398, -0.675, 0.895], [4.485, 0.174, 2.160], [4.362, 0.574, -0.923], [3.676, 1.827, 0.217], [2.737, -1.065, -0.349], [2.671, -0.589, 1.357], [-1.072, 0.850, -2.545], [-2.238, 2.139, -0.712], [-2.081, 0.512, 1.957], [-1.634, 1.397, 3.435], [-3.781, 3.021, 2.620], [-3.858, 1.612, 3.803], [-4.293, 1.323, 2.095], [3.237, 5.042, 7.726], [2.639, 4.128, 6.322], [3.518, 2.941, 5.998], [5.113, 3.432, 5.376], [2.567, 4.813, 5.478], [1.634, 3.786, 6.571], [3.049, 2.335, 5.222], [3.676, 2.310, 6.872], [0.108, 0.605, -7.031], [-0.196, -0.940, -6.199], [-1.670, -1.186, -5.973], [-2.371, -0.060, -4.779], [0.357, -0.932, -5.263], [0.215, -1.728, -6.831], [-1.822, -2.193, -5.584], [-2.238, -1.089, -6.895], [-5.389, -0.616, -6.427], [-6.021, -1.481, -7.855], [-5.183, -2.684, -8.222], [-3.579, -2.226, -8.851], [-6.081, -0.771, -8.679], [-7.033, -1.800, -7.606], [-5.679, -3.251, -9.010], [-5.035, -3.344, -7.369], [-3.580, -1.684, 2.979], [-2.314, -2.768, 3.620], [-2.758, -4.212, 3.638], [-4.038, -4.503, 4.838], [-2.043, -2.419, 4.615], [-1.444, -2.656, 2.972], [-1.918, -4.852, 3.908], [-3.129, -4.529, 2.664]], "mulliken_charge": [-1.245, -0.222, -0.683, -1.470, 0.507, 0.544, -0.288, -0.364, -0.160, 0.868, -0.246, -0.239, -0.223, -0.595, -0.302, 0.365, -0.449, 0.215, -1.237, -0.119, 1.394, -0.213, -0.311, 0.556, -0.266, -0.193, -0.209, 0.266, 0.366, 0.314, 0.400, 0.088, 0.510, 0.362, 0.805, 0.330, 0.241, 0.469, 0.271, 0.093, 0.382, 0.352, 0.277, -0.179, -0.447, 0.284, -0.184, 0.313, 0.278, -0.442, 0.384, -0.189, 0.038, -0.231, -0.268, -0.247, 0.377, 0.341, 0.182, -0.153, -0.455, -0.463, -0.185, 0.317, 0.315, 0.345, 0.313, -0.183, -0.169, -0.477, -0.171, 0.325, 0.022, 0.342, 0.326]}

=====

2.
{"formula": "C23H32F3N3O6", "method": "the ωB97M-V functional and the def2-TZVPD basis", "gap_ha": 0.0974, "homo_ev": -5.8, "charge": 0, "spin_multiplicity": 1, "elements": ["C", "C", "O", "O", "C", "C", "O", "C", "O", "C", "C", "C", "C", "N", "N", "C", "C", "C", "C", "C", "N", "C", "C", "C", "C", "C", "H", "H", "H", "H", "H", "H", "H", "H", "H", "H", "H", "H", "H", "H", "H", "H", "H", "H", "H", "H", "H", "H", "H", "H", "H", "H", "C", "C", "O", "C", "O", "C", "F", "F", "F", "H", "H", "H", "H", "H", "H"], "xyz": [[6.057, -2.124, 0.461], [6.257, -0.617, 0.093], [6.914, 0.057, 0.847], [5.778, -0.004, -1.064], [4.431, -0.387, -1.384], [3.959, 0.195, -2.791], [3.927, -0.917, -3.747], [2.631, -1.261, -4.087], [2.246, -0.989, -5.196], [1.609, -1.944, -3.138], [1.932, -2.751, -1.948], [0.845, -3.287, -1.145], [1.074, -4.125, 0.176], [0.530, -3.257, 1.275], [-0.488, -3.089, -1.495], [-0.857, -2.351, -2.602], [-2.385, -2.148, -2.898], [-2.870, -0.919, -2.002], [-2.106, 0.411, -2.349], [-2.375, 1.589, -1.332], [-1.197, 1.639, -0.451], [0.032, 2.247, -0.769], [1.044, 2.143, 0.273], [0.319, 1.346, 1.340], [-1.015, 1.102, 0.831], [0.182, -1.765, -3.464], [4.941, -2.323, 0.465], [6.449, -2.726, -0.414], [6.506, -2.419, 1.435], [3.704, -0.084, -0.570], [4.359, -1.501, -1.481], [2.923, 0.613, -2.697], [4.656, 1.011, -3.124], [2.986, -2.951, -1.662], [0.458, -5.062, 0.182], [2.156, -4.313, 0.377], [-0.478, -3.426, 1.348], [0.997, -3.457, 2.159], [-1.232, -3.501, -0.926], [-2.500, -1.931, -3.999], [-2.977, -3.083, -2.688], [-2.610, -1.200, -0.941], [-3.983, -0.840, -2.161], [-2.404, 0.705, -3.404], [-0.984, 0.284, -2.396], [-2.334, 2.545, -1.933], [-3.339, 1.511, -0.773], [0.310, 2.802, -1.694], [2.090, 2.526, 0.282], [0.701, 1.002, 2.332], [-1.895, 0.586, 1.272], [-0.175, -1.175, -4.334], [-5.176, 3.988, 4.509], [-4.501, 3.894, 3.150], [-3.089, 3.882, 3.208], [-2.407, 2.630, 3.515], [-2.814, 1.653, 2.739], [-2.447, 2.261, 5.037], [-2.331, 3.370, 5.817], [-1.398, 1.471, 5.376], [-3.560, 1.622, 5.448], [-4.640, 4.670, 5.171], [-6.207, 4.338, 4.396], [-5.225, 3.015, 4.996], [-4.752, 4.806, 2.597], [-4.901, 3.065, 2.559], [-1.351, 2.948, 3.397]], "nbo_charge": [-0.730, 0.786, -0.527, -0.516, -0.105, -0.103, -0.523, 0.767, -0.482, -0.028, -0.233, 0.308, -0.269, -0.821, -0.475, 0.335, -0.455, -0.393, -0.422, -0.203, -0.387, -0.129, -0.322, -0.333, -0.017, -0.208, 0.211, 0.235, 0.264, 0.207, 0.166, 0.203, 0.239, 0.257, 0.206, 0.234, 0.358, 0.390, 0.442, 0.242, 0.237, 0.212, 0.237, 0.203, 0.218, 0.220, 0.247, 0.202, 0.227, 0.234, 0.277, 0.279, -0.646, -0.064, -0.575, 0.327, -0.914, 0.913, -0.353, -0.352, -0.342, 0.211, 0.188, 0.216, 0.156, 0.175, 0.098]}

=====

3.
{"formula": "C23H32FI3N5O2", "method": "the ωB97M-V functional and the def2-TZVPD basis", "gap_ha": 0.2294, "homo_ev": -9.7, "charge": 1, "spin_multiplicity": 1, "elements": ["C", "C", "F", "C", "N", "C", "C", "N", "C", "I", "C", "C", "O", "I", "C", "N", "C", "I", "C", "C", "C", "O", "N", "C", "C", "C", "C", "C", "C", "H", "H", "H", "H", "H", "H", "H", "H", "H", "H", "H", "H", "H", "H", "H", "H", "H", "H", "H", "H", "H", "H", "H", "H", "H", "H", "H", "N", "C", "C", "C", "C", "H", "H", "H", "H", "H"], "xyz": [[1.172, 1.717, 4.082], [2.160, 2.427, 3.048], [2.010, 3.868, 3.233], [2.064, 1.988, 1.516], [2.136, 0.520, 1.222], [3.066, -0.300, 2.076], [2.266, -1.285, 3.112], [2.910, -1.343, 4.463], [2.343, 0.205, -0.259], [4.389, 0.622, -0.958], [1.860, -1.319, -0.607], [2.701, -1.994, -1.789], [2.715, -1.566, -2.974], [3.856, -3.808, -1.301], [1.399, 1.152, -1.219], [0.308, 1.770, -0.422], [0.826, 2.626, 0.681], [1.600, 4.494, -0.237], [-0.441, 3.073, 1.548], [-1.753, 3.405, 0.633], [-2.788, 2.188, 0.576], [-2.697, 1.208, -0.236], [-3.991, 2.154, 1.474], [-4.934, 1.080, 1.012], [-5.077, -0.293, 1.748], [-6.066, -1.409, 1.326], [-6.974, -1.198, 0.087], [-6.866, 0.143, -0.709], [-5.853, 1.255, -0.253], [1.815, 1.167, 4.871], [0.387, 1.025, 3.613], [0.631, 2.547, 4.672], [3.234, 2.221, 3.426], [3.005, 2.450, 1.018], [1.177, 0.142, 1.419], [3.674, -1.059, 1.446], [3.879, 0.315, 2.615], [2.259, -2.361, 2.684], [1.171, -0.986, 3.249], [2.182, -0.978, 5.114], [2.963, -2.350, 4.726], [1.909, -2.021, 0.292], [0.759, -1.304, -0.949], [0.897, 0.533, -2.058], [2.059, 1.914, -1.754], [-0.220, 0.991, 0.006], [-0.257, 4.027, 2.160], [-0.764, 2.178, 2.203], [-2.306, 4.275, 1.151], [-1.489, 3.711, -0.432], [-4.496, 3.031, 1.210], [-4.411, -0.485, 2.650], [-6.161, -2.394, 1.912], [-7.701, -2.026, -0.229], [-7.557, 0.255, -1.609], [-5.799, 2.205, -0.878], [1.077, -3.693, -7.297], [1.785, -4.819, -6.975], [2.378, -4.612, -5.753], [2.009, -3.314, -5.319], [1.203, -2.772, -6.291], [0.545, -3.562, -8.142], [1.807, -5.668, -7.641], [3.006, -5.317, -5.229], [2.300, -2.830, -4.397], [0.712, -1.813, -6.354]], "nbo_charge": [-0.693, 0.202, -0.357, -0.173, -0.478, -0.285, -0.247, -0.824, 0.076, 0.258, -0.608, 0.455, -0.513, 0.135, -0.302, -0.658, 0.103, 0.157, -0.472, -0.505, 0.679, -0.583, -0.667, 0.132, -0.223, -0.223, -0.215, -0.213, -0.233, 0.240, 0.204, 0.279, 0.207, 0.278, 0.441, 0.265, 0.274, 0.218, 0.188, 0.366, 0.380, 0.246, 0.275, 0.260, 0.250, 0.367, 0.275, 0.214, 0.240, 0.273, 0.391, 0.218, 0.237, 0.237, 0.238, 0.222, -0.504, -0.072, -0.324, -0.279, -0.092, 0.414, 0.214, 0.219, 0.212, 0.207]}